(one)
Computed, not measured: C4H7F2N in the gas phase, with ωB97M-V/def2-TZVPD.

The molar mass is 107.1 g mol⁻¹. The calculation puts the highest occupied orbital energy at -7.4 eV. The multiplicity is 1. The value obtained for the HOMO-LUMO gap is 0.3046 Ha.

Last column: Mulliken charge in e.
CARTESIAN COORDINATES (ANGSTROEM)
C -1.177 -1.350 -0.227  -1.005
N -0.316 -0.246 0.251  -0.052
C -0.939 1.029 0.118  -1.042
C 1.053 -0.415 0.217  0.616
F 1.548 -1.660 -0.011  -0.247
C 1.995 0.820 0.069  -0.414
F 3.317 0.631 0.069  -0.258
H -1.415 -1.249 -1.297  0.286
H -0.732 -2.286 -0.002  0.361
H -1.970 -1.080 0.404  0.382
H -1.924 0.922 0.344  0.285
H -0.430 1.732 0.671  0.354
H -0.674 1.348 -0.891  0.460
H 1.663 1.804 0.284  0.274



(two)
Computed, not measured: 2 unconnected molecules or ions with the total composition C4H7F2N, with ωB97M-V/def2-TZVPD.

The molar mass is 107.1 g mol⁻¹. The calculation puts the highest occupied orbital energy at -10.0 eV. The multiplicity is 1. The value obtained for the HOMO-LUMO gap is 0.3892 Ha.

Last column: Mulliken charge in e.
CARTESIAN COORDINATES (ANGSTROEM)
N 0.153 -1.512 -2.360  -0.567
C -0.103 -2.410 -1.278  0.523
F 0.533 -3.531 -1.437  -0.266
F -1.422 -2.915 -1.420  -0.313
H -0.134 -2.070 -3.235  0.265
H 1.166 -1.473 -2.174  0.269
H -0.002 -1.723 -0.384  0.027
C -1.531 0.947 0.843  -0.206
C -0.378 0.670 0.546  -0.178
C 0.812 0.554 1.297  -0.628
H -2.484 1.530 0.771  0.316
H 0.811 0.470 2.380  0.283
H 1.236 1.579 0.947  0.242
H 1.384 -0.269 0.798  0.232



Relative to the most stable structure, the computed energies are (one) 0.0000; (two) 0.0292, all in hartree.



(one)
Computed, not measured: C26H29N3O4 in the gas phase, with ωB97M-V/def2-TZVPD.

The molar mass is 447.5 g mol⁻¹. The calculation puts the highest occupied orbital energy at -7.2 eV. The multiplicity is 1. The value obtained for the HOMO-LUMO gap is 0.2483 Ha.

Last column: Mulliken charge in e.
CARTESIAN COORDINATES (ANGSTROEM)
C 5.489 -0.089 0.523  -1.298
C 4.632 -0.679 -0.577  -0.102
O 3.403 -1.245 0.088  -0.322
C 2.555 -1.759 -0.825  -0.194
O 2.811 -1.660 -2.040  -0.530
C 1.225 -2.313 -0.233  0.227
C -0.135 -1.431 -1.013  0.079
C -0.265 0.029 -1.016  -0.705
C -1.445 0.761 -0.725  -1.137
C -1.406 2.118 -0.414  0.651
C -0.149 2.794 -0.388  0.633
C 1.017 2.107 -0.832  0.418
C 0.913 0.783 -1.214  -1.438
C 2.348 2.807 -0.866  -0.159
C 2.394 4.002 0.088  -0.964
C 1.168 4.861 -0.105  -0.679
N -0.044 4.076 0.068  0.036
C -1.221 4.887 0.261  -0.660
C -2.391 4.085 0.816  -0.845
C -2.661 2.856 -0.065  -0.836
C -1.308 -2.228 -0.714  0.205
C -1.638 -3.483 -1.242  -1.600
N -2.498 -4.124 -0.404  0.257
C -2.919 -5.512 -0.523  -0.919
C -2.846 -3.277 0.653  0.008
C -3.604 -3.572 1.775  -0.993
C -3.648 -2.597 2.796  -0.653
C -2.911 -1.402 2.676  -1.082
C -2.075 -1.175 1.564  -0.142
C -2.078 -2.085 0.509  1.131
N 1.259 -3.797 -0.624  0.950
O 0.878 -4.747 0.128  -0.609
O 1.554 -4.072 -1.839  -0.522
H 6.326 0.452 0.068  0.378
H 4.931 0.620 1.155  0.289
H 5.902 -0.909 1.127  0.389
H 4.332 0.099 -1.312  0.257
H 5.151 -1.522 -1.094  0.379
H 1.045 -2.056 0.820  0.613
H 0.517 -1.765 -1.834  1.334
H -2.434 0.286 -0.724  0.673
H 1.781 0.304 -1.671  1.097
H 2.568 3.152 -1.894  0.301
H 3.156 2.108 -0.599  -0.139
H 3.278 4.621 -0.078  0.415
H 2.427 3.657 1.128  0.299
H 1.171 5.317 -1.113  0.277
H 1.112 5.682 0.624  0.407
H -0.961 5.691 0.958  0.413
H -1.532 5.377 -0.681  0.277
H -2.158 3.759 1.843  0.295
H -3.291 4.713 0.846  0.376
H -3.175 3.155 -0.999  0.285
H -3.342 2.168 0.453  0.371
H -1.261 -3.978 -2.128  0.468
H -3.564 -5.753 0.333  0.269
H -3.472 -5.630 -1.469  0.327
H -2.059 -6.211 -0.523  0.303
H -4.193 -4.498 1.799  0.228
H -4.307 -2.760 3.655  0.360
H -2.970 -0.655 3.478  0.385
H -1.379 -0.339 1.546  0.466



(two)
Computed, not measured: a molecular structure, C26H29N3O4, with ωB97M-V/def2-TZVPD.

The molar mass is 447.5 g mol⁻¹. The calculation puts the highest occupied orbital energy at -7.9 eV. The multiplicity is 1. The value obtained for the HOMO-LUMO gap is 0.2908 Ha.

Last column: Mulliken charge in e.
CARTESIAN COORDINATES (ANGSTROEM)
C 0.842 -4.472 -0.848  -0.968
H 0.973 -3.535 -1.399  0.379
O -0.339 -5.127 -1.554  -0.430
C -1.552 -4.322 -1.347  -0.891
C -1.825 -2.964 -0.735  0.140
C -2.935 -2.453 -0.504  1.064
C -4.013 -3.083 -0.947  -1.480
C -3.839 -4.304 -1.949  0.517
C -2.552 -4.867 -2.000  0.415
H -2.468 -5.871 -2.418  0.472
O -4.779 -4.959 -2.422  -0.281
C -4.761 -6.055 -3.150  -0.924
H -6.066 -6.236 -3.405  0.190
H -4.463 -6.997 -2.386  0.337
H -4.252 -5.993 -4.021  0.421
H -4.938 -2.683 -0.952  0.567
C -3.278 -1.186 0.213  0.003
O -4.177 -0.934 0.794  -0.454
N -2.103 -0.454 -0.096  -0.170
H -1.198 -0.662 -0.381  0.396
C -2.092 1.011 0.627  -0.862
C -1.315 0.790 2.224  -1.027
C -1.253 2.113 2.750  -0.723
N -0.403 2.963 2.047  0.197
C 0.106 4.236 2.216  -0.322
C 1.346 4.496 1.838  -0.346
O 1.689 5.775 1.945  -0.675
N 2.063 3.352 1.277  0.058
C 3.202 3.306 0.814  0.270
C 3.986 4.287 0.534  0.009
C 5.276 4.089 -0.349  -0.463
C 5.505 2.993 -0.855  -1.250
C 4.689 1.750 -0.556  1.028
C 4.907 0.617 -1.027  -0.271
C 4.146 -0.489 -0.822  -0.389
C 3.131 -0.536 -0.178  -1.232
C 2.610 0.885 0.227  0.408
C 3.537 1.851 0.416  0.187
H 1.791 0.899 0.967  -0.097
H 2.545 -1.261 0.110  1.003
H 4.351 -1.606 -1.100  0.151
H 6.099 0.384 -1.409  0.043
H 6.473 2.837 -1.256  0.258
H 5.792 5.073 -0.322  0.345
H 3.874 5.376 0.781  0.365
H 1.205 2.562 1.446  -0.118
H -0.768 5.068 2.468  0.289
H 0.008 4.010 3.629  0.332
C -1.128 3.239 0.487  -0.845
C -1.175 1.992 -0.090  -0.284
H -1.810 2.101 -1.154  0.214
H -0.314 1.525 -0.419  0.377
H -0.629 3.820 -0.111  0.534
H -2.238 3.680 0.869  0.293
H -0.983 1.988 3.829  0.513
H -2.268 2.463 3.027  0.444
H -2.167 0.248 2.679  0.360
H -0.437 0.389 2.084  0.435
H -3.087 1.166 0.765  0.679
H -0.854 -2.856 0.061  0.011
H 1.554 -5.066 -1.208  0.484
H 0.761 -4.360 0.249  0.313



Relative to the most stable structure, the computed energies are (one) 0.0000; (two) 0.6137, all in hartree.



(one)
Computed, not measured: 2 unconnected molecules or ions with the total composition C2H2FN, with ωB97M-V/def2-TZVPD.

The molar mass is 59.0 g mol⁻¹. The calculation puts the highest occupied orbital energy (spin up / spin down) at -10.4 / -10.1 eV. The multiplicity is 1. The value obtained for the HOMO-LUMO gap (spin up / spin down) is 0.3162 / 0.3394 Ha.

Last column: Mulliken charge in e.
CARTESIAN COORDINATES (ANGSTROEM)
C 0.512 0.296 0.387  -0.285
C -0.584 -0.213 -0.375  0.321
N -0.172 1.221 -0.094  -0.280
F -1.694 -0.666 0.251  -0.226
H 2.446 -0.018 1.209  0.183
H -0.507 -0.620 -1.378  0.287



(two)
Computed, not measured: C2H2FN in the gas phase, with ωB97M-V/def2-TZVPD.

The molar mass is 59.0 g mol⁻¹. The calculation puts the highest occupied orbital energy at -10.3 eV. The multiplicity is 1. The value obtained for the HOMO-LUMO gap is 0.4190 Ha.

Last column: Mulliken charge in e.
CARTESIAN COORDINATES (ANGSTROEM)
F -2.400 -0.171 0.300  -0.205
N -1.472 0.131 -0.731  -0.174
C -0.026 -0.587 -0.254  -0.102
C -0.378 0.631 0.056  -0.177
H 0.448 -1.506 -0.133  0.359
H -0.246 1.542 0.657  0.299



Relative to the most stable structure, the computed energies are (one) 0.0345; (two) 0.0000, all in hartree.



(one)
Computed, not measured: 2 unconnected molecules or ions with the total composition CH9N4, with ωB97M-V/def2-TZVPD.

The molar mass is 77.1 g mol⁻¹. As for the total charge: +1. The calculation puts the highest occupied orbital energy at -14.9 eV. The multiplicity is 1. The value obtained for the HOMO-LUMO gap is 0.4334 Ha.

Last column: Mulliken charge in e.
CARTESIAN COORDINATES (ANGSTROEM)
C 0.375 1.188 0.281  0.719
N 0.464 0.366 -0.686  -0.224
N 0.011 0.732 1.640  -0.355
N 0.477 2.489 0.124  -0.371
N -0.562 -2.070 -0.586  -0.939
H 0.699 0.649 -1.608  0.214
H 0.125 -0.614 -0.608  0.290
H 0.047 -0.195 1.971  0.189
H -0.215 1.363 2.340  0.167
H 0.051 3.052 0.803  0.221
H 0.692 2.815 -0.850  0.240
H -0.984 -1.949 0.392  0.281
H -1.331 -2.428 -1.276  0.277
H 0.263 -2.711 -0.525  0.291



(two)
Computed, not measured: 2 unconnected molecules or ions with the total composition CH9N4, with ωB97M-V/def2-TZVPD.

The molar mass is 77.1 g mol⁻¹. As for the total charge: +1. The calculation puts the highest occupied orbital energy at -13.8 eV. The multiplicity is 1. The value obtained for the HOMO-LUMO gap is 0.3759 Ha.

Last column: Mulliken charge in e.
CARTESIAN COORDINATES (ANGSTROEM)
N -2.054 -1.141 -0.426  -0.658
H -2.593 -0.440 -0.926  0.344
H -0.848 -0.944 -0.521  0.471
H -2.301 -1.103 0.561  0.354
H -2.316 -2.058 -0.776  0.357
N 0.508 -0.686 -0.629  -0.610
C 0.695 0.434 0.311  0.516
N 0.967 1.626 -0.296  -0.470
N 0.614 0.294 1.548  -0.624
H 1.114 -1.443 -0.329  0.317
H 0.802 -0.444 -1.572  0.272
H 0.599 1.817 -1.213  0.208
H 0.985 2.405 0.340  0.281
H 0.540 -0.658 1.879  0.244



Relative to the most stable structure, the computed energies are (one) 0.0000; (two) 0.0111, all in hartree.